Record 1
Computed, not measured: 3 unconnected molecules or ions with the total composition C5H14N3O2 at a distorted geometry, with ωB97M-V/def2-TZVPD.

Geometry as ORCA input:
```
! wB97M-V def2-TZVPD RIJCOSX def2/J DEFGRID3
* xyz 0 2
C -2.082 0.398 -0.438
C -1.095 1.510 -0.806
C 0.268 0.963 -1.023
C 1.274 0.707 -0.107
N 2.350 0.076 -0.732
C 2.014 -0.033 -2.031
N 0.739 0.491 -2.262
N -1.526 -0.488 0.649
H -2.280 -0.287 -1.314
H -3.067 0.895 -0.082
H -1.473 2.062 -1.702
H -1.076 2.257 0.029
H 1.356 0.955 0.963
H 2.642 -0.438 -2.838
H 0.243 0.603 -3.152
H -0.589 -0.806 0.443
H -1.391 0.065 1.592
H -2.145 -1.318 0.904
H 0.648 -0.906 2.362
H 0.282 0.044 3.601
O -0.042 -0.321 2.758
H 1.516 -2.858 1.355
H 2.109 -1.616 0.696
O 1.324 -1.955 1.134
*
```

Calculated values
LUMO energy (alpha / beta) (eV): 0.75 / 0.49
Orbital gap (alpha / beta) (hartree): 0.1271 / 0.3533
Energy (Eh): -513.54889

---

Record 2
Computed, not measured: a gas-phase ion, C5H14N3O3 (charge +1) at a distorted geometry, with ωB97M-V/def2-TZVPD.

Geometry as ORCA input:
```
! wB97M-V def2-TZVPD RIJCOSX def2/J DEFGRID3
* xyz 1 1
C 3.990 -0.201 -0.310
O 3.154 0.151 0.805
N 1.797 0.354 0.636
C 1.087 0.795 -0.463
O 1.484 0.782 -1.597
C -0.375 1.112 -0.123
N -0.272 1.988 1.030
O -1.019 1.457 -1.236
N -1.151 -0.198 0.293
C -1.112 -1.311 -0.701
C -2.634 0.083 0.373
H 4.976 -0.485 0.217
H 4.465 0.770 -0.752
H 3.632 -0.860 -1.132
H 1.408 0.162 1.523
H -1.061 2.492 1.173
H 0.547 2.586 0.829
H -0.714 1.528 -2.147
H -0.878 -0.556 1.242
H -1.128 -0.958 -1.794
H -0.047 -1.807 -0.683
H -1.813 -2.164 -0.680
H -3.073 0.004 -0.710
H -3.231 -0.643 0.947
H -2.826 1.141 0.806
*
```

Calculated values
LUMO energy (eV): -3.04
SMILES: CONC(=O)[C@@](N)(O)[NH+](C)C
Orbital gap (hartree): 0.3560
Energy (Eh): -588.51989
Energy above the lowest of the compared OMol25 structures with the same formula, charge and spin (kcal/mol): 97.0

---

Record 3
Computed, not measured: 2 unconnected molecules or ions with the total composition C5H14NO at a distorted geometry, with ωB97M-V/def2-TZVPD.

Geometry as ORCA input:
```
! wB97M-V def2-TZVPD RIJCOSX def2/J DEFGRID3
* xyz 0 2
C 1.002 -0.127 1.632
C 0.575 -0.368 0.189
N -0.498 0.640 -0.214
C -1.552 -0.061 -0.973
C -1.472 -1.524 -0.594
C -0.047 -1.744 -0.071
H 1.709 0.696 1.703
H 0.143 0.059 2.279
H 1.515 -1.012 2.000
H 1.410 -0.208 -0.485
H -0.875 1.093 0.647
H -0.035 1.420 -0.725
H -1.301 0.033 -2.027
H -2.496 0.433 -0.778
H -1.705 -2.114 -1.482
H -2.222 -1.754 0.168
H -0.024 -2.301 0.865
H 0.481 -2.315 -0.828
H 2.341 2.585 -0.764
H 1.605 3.704 -0.042
O 1.447 2.865 -0.502
*
```

Calculated values
LUMO energy (alpha / beta) (eV): 0.89 / 0.69
Orbital gap (alpha / beta) (hartree): 0.1318 / 0.4566
Energy (Eh): -328.77756
Energy above the lowest of the compared OMol25 structures with the same formula, charge and spin (kcal/mol): 37.4